[1]
C35H28FN2NaOP | ωB97M-V/def2-TZVPD

Last column: natural (NBO) charge in e.
Cartesian coordinates (Å):
P: 0.17845 0.72884 -1.10787  0.836
Na: 0.55565 -0.92236 1.42893  0.887
F: 1.31535 -6.79516 2.66013  -0.367
O: -0.80725 0.08444 2.40353  -0.725
N: -1.52655 -1.80646 0.59473  -0.872
N: -2.20705 1.02384 0.85403  -0.397
C: -4.53575 0.37964 1.23533  0.081
C: 2.06685 -3.31956 3.46053  -0.277
C: 1.69345 -4.63036 3.61293  -0.266
C: 2.81225 -1.45216 2.02013  -0.869
C: 1.18725 3.30014 -0.34287  -0.220
C: -5.45865 -0.62286 1.60003  -0.289
C: 0.65555 2.37274 -4.89237  -0.224
C: -1.06345 0.98534 1.57323  0.585
C: -2.68795 2.20534 0.24723  -0.240
C: -3.79385 -2.31206 1.32313  -0.339
C: 1.89085 0.13334 -1.36907  -0.358
C: -5.08705 -1.94146 1.66233  -0.191
C: 3.18595 -1.61676 -2.41197  -0.212
C: 1.67365 -5.46866 2.50633  0.275
C: -0.03995 1.56684 -2.73197  -0.230
C: 1.44875 4.26904 0.61163  -0.205
C: -0.65225 2.70534 -5.20517  -0.204
C: 1.96585 -1.07246 -2.06517  -0.208
C: 0.45455 2.16694 -0.00947  -0.342
C: 3.07055 0.76814 -0.99607  -0.149
C: 0.23995 3.00174 2.25273  -0.192
C: -1.35425 1.89974 -3.05987  -0.225
C: 2.02535 -5.00176 1.24843  -0.269
C: 4.35935 -0.97886 -2.03717  -0.213
C: 1.01285 4.09824 1.92013  -0.206
C: 2.42805 -2.77476 2.19063  -0.053
C: -2.83805 -1.34786 0.99153  0.165
C: -1.65725 2.47164 -4.27907  -0.219
C: -0.08905 2.06234 1.28193  -0.011
C: -3.98955 2.56034 0.40503  -0.186
C: 2.39545 -3.69006 1.09663  -0.295
C: -3.17915 -0.00596 1.01643  0.054
C: 0.96515 1.80364 -3.66937  -0.248
C: -4.91595 1.70704 1.00463  -0.471
C: 4.29385 0.20864 -1.32457  -0.214
H: 2.69385 -3.33616 0.11603  0.196
H: 1.55375 3.42474 -1.35307  0.221
H: 5.20565 0.70894 -1.02427  0.208
H: 2.08885 -2.66296 4.32333  0.197
H: 1.42675 -5.02426 4.58553  0.209
H: 1.24705 4.84584 2.66513  0.210
H: -0.89185 3.14114 -6.16567  0.203
H: 1.04235 -1.57206 -2.33587  0.216
H: 3.21865 -2.53826 -2.97627  0.212
H: 5.31795 -1.40966 -2.29487  0.210
H: 1.43625 2.55254 -5.62007  0.205
H: -0.15755 2.87814 3.25093  0.226
H: -6.46925 -0.31206 1.82673  0.195
H: 3.09475 -0.89406 2.90253  0.190
H: 3.04615 1.69874 -0.44307  0.213
H: -2.13605 1.69564 -2.34077  0.240
H: 3.36355 -1.20366 1.12233  0.185
H: -1.65235 -2.33806 -0.26637  0.373
H: 2.02455 -5.68146 0.40543  0.206
H: -3.51125 -3.35766 1.32083  0.197
H: -4.30895 3.52114 0.02653  0.200
H: -5.93495 2.02114 1.16733  0.190
H: -1.23245 -2.48716 1.29533  0.368
H: 1.99285 1.53944 -3.46017  0.221
H: -1.96225 2.86754 -0.19537  0.198
H: -2.68205 2.71914 -4.51477  0.211
H: -5.81525 -2.69416 1.93973  0.196
H: 2.00945 5.15344 0.34253  0.207

Calculated values
LUMO energy: 2.18 eV
Highest occupied orbital energy: -2.59 eV
Gap between HOMO and LUMO: 4.77 eV
Net charge: -1
E: -58200.2227 eV
Multiplicity: 1
Energy relative to the best compared isomer or geometry (same formula, charge and spin): 1.40 kcal per mole

=====

[2]
C35H28N16Zr | ωB97M-V/def2-TZVPD

Last column: Löwdin charge in e.
Cartesian coordinates (Å):
Zr: 0.02704 -0.44874 0.21213  1.709
N: -0.18490 -1.38916 -2.03477  0.148
N: -2.65777 -0.05866 -1.23763  -0.056
N: -3.13057 -2.04486 1.56324  0.155
N: -1.85990 -2.80428 -3.15112  -0.168
N: -0.95605 1.11409 1.74045  0.018
N: 2.06239 0.26436 -1.14742  0.046
N: -0.21787 1.48721 -0.75762  -0.097
N: -3.93211 -0.12842 -1.17768  -0.059
N: -4.32893 -0.87805 -0.11631  0.044
N: -0.76908 -1.74351 1.85379  -0.116
N: 2.56672 -0.95671 1.85061  0.101
N: -1.93139 -2.57266 3.53208  0.049
N: -0.62748 -2.47619 3.87844  -0.057
N: 1.77026 -0.03181 1.61312  -0.077
N: 0.06257 -1.99142 2.91424  -0.063
N: -2.12896 -0.78311 -0.19181  -0.121
C: 0.24580 1.49258 -2.06965  -0.260
C: 3.50541 0.42266 -3.52257  0.000
C: 0.25165 1.94098 -4.45500  -0.072
C: 3.25023 -3.18000 1.54377  -0.026
C: 1.36688 -2.32533 0.19369  -0.218
C: 2.43479 3.44786 3.87175  -0.084
C: 2.10034 3.54142 2.52652  -0.069
C: 3.15180 -4.41958 0.94193  -0.082
C: -2.83497 4.23803 1.09205  -0.045
C: -1.99111 1.80888 3.77396  -0.021
C: -1.17446 0.94899 3.02646  -0.109
C: 2.36217 -2.17438 1.17201  -0.360
C: 4.05137 -0.14148 -2.40617  -0.033
C: 2.17222 -4.61428 -0.02644  -0.077
C: 2.56587 2.19976 4.46931  -0.074
C: -3.20474 -1.24578 0.45030  -0.483
C: 1.53886 0.90220 -2.23437  -0.188
C: 2.20150 0.95808 -3.47140  -0.156
C: -0.39628 1.93949 -3.19679  -0.030
C: -2.62362 -3.78360 -2.37566  -0.019
C: 2.03477 1.15593 2.38521  -0.257
C: -2.32567 -2.44076 -4.48479  -0.020
C: -1.13102 2.40541 -0.26108  -0.237
C: 1.30768 -3.58533 -0.38640  -0.119
C: -1.57298 3.56218 -0.86215  -0.010
C: 1.53387 1.50345 -4.59891  -0.049
C: -2.43888 4.45392 -0.19231  -0.068
C: -0.95638 -2.07973 -2.54484  -0.245
C: -1.50571 2.19549 1.10209  -0.156
C: -2.57949 2.86781 3.14703  0.009
C: 3.27533 -0.22407 -1.23923  -0.104
C: -1.97042 -2.11725 2.30133  -0.478
C: -2.33245 3.10660 1.77813  -0.150
C: 1.88820 2.39332 1.77979  -0.035
C: 2.36868 1.04628 3.72589  -0.027
H: 2.58502 4.34679 4.45574  0.102
H: 3.98672 -2.97374 2.31099  0.112
H: 3.82114 -5.22386 1.21880  0.101
H: -1.70384 -1.64261 -4.88153  0.094
H: 0.56744 -3.79037 -1.15400  0.071
H: -2.26215 -3.30653 -5.14408  0.091
H: -3.98923 -2.19860 2.06635  0.144
H: -0.28653 2.31729 -5.31726  0.105
H: 1.60592 2.44701 0.73555  0.098
H: 2.04212 1.54352 -5.55497  0.109
H: -1.24053 3.81154 -1.85673  0.094
H: -3.35928 -2.09497 -4.43678  0.095
H: -0.69519 0.10271 3.50168  0.091
H: -2.57231 -4.76212 -2.85334  0.091
H: -3.49983 4.92201 1.60401  0.111
H: 1.99703 4.51190 2.05724  0.107
H: 2.08250 -5.58256 -0.50659  0.101
H: 5.04934 -0.55721 -2.40900  0.108
H: -3.66402 -3.46340 -2.30453  0.094
H: -1.42319 2.26565 -3.12530  0.106
H: -3.22069 3.55142 3.69138  0.122
H: 2.81419 2.12265 5.52013  0.105
H: 2.44128 0.06145 4.17021  0.113
H: -2.21219 -3.85165 -1.37144  0.090
H: 3.67326 -0.72070 -0.36495  0.102
H: 4.05776 0.46213 -4.45461  0.120
H: -2.78557 5.33363 -0.72015  0.106
H: -2.14240 1.61079 4.82597  0.113

Calculated values
LUMO energy: -0.66 eV
Highest occupied orbital energy: -7.34 eV
Gap between HOMO and LUMO: 6.68 eV
Net charge: 0
E: -61873.2888 eV
Multiplicity: 1

=====

[3]
C35H29AsN6OOsS | ωB97M-V/def2-TZVPD

Last column: Mulliken spin population.
Cartesian coordinates (Å):
Os: -1.40946 0.53129 -0.62469  2.905
As: 0.99008 0.14681 0.14494  0.026
S: -0.47411 2.49623 -1.43732  0.401
O: -4.91655 1.50126 -2.82653  0.160
N: -3.12325 0.95045 -1.38052  0.015
N: -2.87095 0.46825 3.46207  0.010
N: -1.21456 -1.23538 -1.92260  0.127
N: -1.89110 -1.67954 0.68503  0.101
N: -2.05446 0.94691 1.47356  0.113
N: -1.46914 -3.32317 -2.56623  0.010
C: -0.71874 -1.34429 -3.22651  -0.014
C: 3.49035 -1.07558 -2.95674  0.002
C: 3.48791 3.47648 0.59336  0.035
C: -0.88400 -2.66234 -3.64426  -0.020
C: 3.22897 -2.43188 -3.06334  -0.002
C: -0.49262 -3.10205 -4.90259  0.003
C: -0.13987 -0.39532 -4.06366  0.002
C: -1.64858 -2.42962 -1.58251  0.004
C: 2.85870 -0.31678 -1.97936  -0.002
C: 1.76320 1.88545 0.11058  0.034
C: 1.24564 -0.57013 1.91153  -0.012
C: -2.00606 2.11154 2.25033  0.006
C: 1.54302 -1.49827 4.50699  -0.002
C: 2.96431 2.19912 0.73225  -0.011
C: 2.33886 -3.04351 -2.18772  0.001
C: 1.88013 -1.78725 2.14041  -0.001
C: 1.70430 -2.29347 -1.21270  0.001
C: -2.85119 -1.37451 1.74589  0.007
C: -2.57716 0.01060 2.23763  0.001
C: 1.61465 4.10877 -0.79355  0.045
C: -2.30307 -2.71150 -0.26632  0.002
C: 1.07849 2.83238 -0.64550  0.007
C: 0.25231 -0.82340 -5.31500  -0.004
C: 0.92938 -0.27198 4.27731  0.002
C: 0.77656 0.19433 2.98137  -0.004
C: -2.59327 2.75533 4.53175  0.002
C: 2.81495 4.42122 -0.17170  -0.016
C: -2.12718 4.01830 4.23108  0.001
C: 1.96683 -0.92821 -1.10768  0.017
C: -1.54096 3.39109 1.95560  0.007
C: -2.51864 1.81395 3.51181  -0.016
C: -1.61049 4.33086 2.96324  -0.002
C: 0.07831 -2.15461 -5.72755  0.001
C: -4.03530 1.24238 -2.12292  0.087
C: 2.02166 -2.24888 3.44414  0.002
H: -0.01144 0.63111 -3.74598  -0.011
H: -3.28610 -0.06814 4.20742  0.002
H: -0.99645 -1.91809 1.10535  -0.020
H: 3.72369 -3.01906 -3.82553  0.000
H: 0.32791 1.16580 2.80969  0.004
H: -3.85631 -1.38963 1.31675  0.002
H: 1.00790 -2.77970 -0.53758  0.000
H: -2.16706 4.78955 4.98792  0.000
H: 0.39491 -2.44276 -6.72062  0.000
H: -1.74769 -4.29141 -2.54093  0.002
H: 3.22576 5.41570 -0.28347  -0.001
H: -2.07300 -3.72494 0.07322  0.001
H: 1.09251 4.85112 -1.38344  -0.001
H: 4.41998 3.73337 1.07763  0.001
H: -1.26757 5.33858 2.77256  0.000
H: 2.52483 -3.18899 3.62664  0.000
H: 0.69930 -0.11735 -6.00151  0.000
H: -2.99869 2.51716 5.50579  0.000
H: 4.18854 -0.60235 -3.63411  0.000
H: 3.48647 1.45549 1.32238  0.001
H: -2.82925 -2.09546 2.56694  0.000
H: -0.62944 -4.12572 -5.22389  0.000
H: -3.38629 -2.65220 -0.39716  0.003
H: 1.66729 -1.85851 5.51958  0.000
H: -1.15954 3.63947 0.97542  -0.009
H: 3.06577 0.74360 -1.90326  0.000
H: 2.29260 -2.36221 1.32212  0.000
H: 2.14636 -4.10587 -2.26447  0.000
H: 0.58712 0.33009 5.10922  0.000

Calculated values
LUMO energy (alpha / beta): -5.50 / -7.51 eV
Highest occupied orbital energy (alpha / beta): -13.34 / -13.99 eV
Gap between HOMO and LUMO (alpha / beta): 7.84 / 6.47 eV
Net charge: +2
E: -121882.8218 eV
Multiplicity: 5
Energy relative to the best compared isomer or geometry (same formula, charge and spin): 0.00 kcal per mole